[1]
Formula: C40H31MoN11O2S2
Source: OMol25
Level of theory: wB97M-V/def2-TZVPD

The energy above the lowest of the compared OMol25 structures with the same formula, charge and spin is 9.46 kcal per mole. The value obtained for the total energy is -3160.32689 a.u. The orbital gap (alpha / beta) is 6.57 / 6.22 eV. Its spin multiplicity is 3. The highest occupied orbital energy (alpha / beta) is -7.908 / -8.114 eV. Its expectation value of S² is 2.02. For the largest force on an atom, the calculation gives 0.0210 Eh/bohr. As for the total charge: 0.

```
87
Properties=species:S:1:pos:R:3:forces:R:3
Mo 0.07134 0.11219 -0.37591 0.802 -0.364 -0.621
C -3.59150 -2.69867 0.91708 0.077 0.052 -0.023
C -3.19693 -3.51565 1.97644 -0.042 0.036 -0.050
C -1.88206 -3.49104 2.36055 -0.092 0.006 -0.021
C -0.98432 -2.62902 1.71029 0.117 0.014 0.115
N -1.36791 -1.80449 0.73824 -0.099 0.056 -0.143
C -2.64823 -1.88227 0.33527 -0.045 -0.019 0.022
N 0.32668 -2.74941 2.09745 0.087 0.046 0.032
C 1.27261 -1.93929 1.82679 0.153 0.077 -0.006
N 1.29800 -0.65009 1.26446 -0.189 0.007 0.234
C 2.59399 -0.16876 1.41629 -0.129 -0.048 -0.003
N 3.10906 0.98380 1.17340 -0.012 -0.086 -0.045
C 2.40165 2.05907 0.71279 0.225 0.056 0.094
C 3.11366 3.26838 0.63424 -0.040 0.068 -0.021
C 2.47637 4.42210 0.26132 -0.013 -0.066 0.014
C 1.10519 4.37377 -0.00128 -0.009 -0.084 0.020
C 0.48119 3.15567 0.05812 -0.075 0.135 -0.119
N 1.11027 2.00629 0.37257 -0.341 -0.162 0.000
C 3.44774 -1.21887 1.99088 0.148 0.136 -0.007
C 4.80519 -1.23227 2.25906 -0.055 -0.086 0.026
C 5.32168 -2.40098 2.80025 -0.020 -0.008 0.010
C 4.49815 -3.49711 3.07186 0.009 -0.008 0.001
C 3.13560 -3.46043 2.80724 0.086 0.111 -0.025
C 2.64162 -2.29512 2.25170 -0.110 -0.199 0.074
H -4.59966 -2.70582 0.53023 -0.035 -0.018 0.011
H -3.90140 -4.17592 2.46418 -0.024 -0.007 -0.001
H -1.49100 -4.13017 3.13693 0.020 -0.017 0.027
H -2.92261 -1.27818 -0.51695 0.000 -0.026 0.035
H 4.16572 3.23667 0.87129 0.028 -0.002 0.008
H 3.02666 5.34747 0.17029 0.003 0.044 0.004
H 0.54523 5.25071 -0.28621 -0.014 0.040 -0.013
H -0.56356 3.06633 -0.21472 0.063 0.034 0.027
H 5.42485 -0.37367 2.04622 0.022 0.044 -0.016
H 6.37922 -2.46886 3.01548 0.032 -0.011 0.009
H 4.93571 -4.39357 3.49195 0.012 0.003 0.001
H 2.48809 -4.30067 3.00637 -0.048 -0.042 0.007
C -0.80458 -1.72074 -5.42298 -0.017 -0.075 -0.039
S -2.07182 -0.65756 -4.70306 0.039 -0.044 -0.100
C -1.65744 -0.53168 -3.01998 -0.263 0.317 -0.226
S -0.56052 -1.54805 -2.22339 0.076 -0.015 0.287
N -2.33718 0.45244 -2.45857 0.288 -0.117 0.294
N -1.94255 0.68565 -1.18438 -0.238 0.147 0.070
C -2.72631 1.42097 -0.47145 0.054 -0.094 0.008
C -2.37501 1.59579 0.92287 -0.005 -0.090 -0.150
C -3.14870 2.32362 1.81790 0.124 -0.086 0.074
C -2.74879 2.37148 3.14116 -0.005 -0.003 -0.046
C -1.59844 1.69731 3.52341 0.105 -0.077 -0.037
C -0.87077 1.00654 2.56865 -0.148 0.069 -0.018
N -1.25077 0.95390 1.29030 -0.115 0.140 0.139
H -1.25011 -2.65481 -5.75343 -0.005 -0.032 0.003
H -0.02050 -1.92440 -4.69974 0.021 0.032 0.042
H -0.37173 -1.18042 -6.26249 -0.021 0.001 0.006
H -3.64300 1.81196 -0.89890 0.029 -0.004 0.009
H -4.04212 2.82464 1.47531 -0.017 0.021 -0.026
H -3.32900 2.92626 3.86497 -0.007 0.009 0.035
H -1.25222 1.70016 4.54598 -0.020 0.020 0.036
H 0.04153 0.47637 2.80501 -0.021 0.033 0.042
N 0.36029 1.33745 -2.03519 -0.040 0.422 -0.202
C 0.96578 1.72392 -2.95293 -0.219 -0.366 0.367
C 1.66384 2.14848 -4.04456 -0.043 -0.022 -0.020
C 2.58414 3.20851 -3.88004 0.051 0.028 -0.013
N 3.32121 4.07181 -3.68520 0.100 0.127 0.015
C 1.45101 1.47715 -5.27223 -0.018 0.120 -0.102
N 1.24018 0.93117 -6.26391 0.003 -0.118 -0.092
C 6.38356 -2.55794 -5.35045 0.078 -0.022 -0.073
C 5.33829 -2.31994 -4.30123 -0.039 0.140 0.110
C 5.28778 -1.12442 -3.59888 -0.009 -0.039 -0.052
C 4.32103 -0.87500 -2.63048 0.123 0.198 -0.085
C 4.34779 0.46239 -1.93871 0.077 0.111 0.033
C 3.39019 -1.87353 -2.33841 -0.083 -0.160 0.167
C 3.42317 -3.09577 -3.02853 0.003 -0.092 0.025
C 2.44792 -4.21592 -2.78149 0.000 -0.055 -0.059
C 4.39133 -3.28860 -4.00395 -0.002 0.018 -0.012
C 2.31950 -1.66258 -1.31132 -0.003 -0.346 -0.232
O 1.86148 -2.57692 -0.64048 0.016 0.041 -0.166
O 1.87128 -0.43662 -1.26432 -0.489 0.212 0.375
H 6.95081 -1.65118 -5.55251 0.014 0.026 -0.005
H 5.93353 -2.88972 -6.28666 -0.021 -0.010 -0.009
H 7.08857 -3.33017 -5.03669 -0.007 -0.015 0.019
H 6.01200 -0.34924 -3.81874 0.032 0.021 -0.014
H 5.22304 1.02366 -2.26278 0.030 0.023 0.007
H 4.38745 0.35930 -0.85292 0.006 -0.008 -0.047
H 3.45935 1.05394 -2.16634 0.143 -0.072 -0.015
H 1.41919 -3.86528 -2.74008 -0.059 0.035 -0.014
H 2.64023 -4.70782 -1.83034 0.023 -0.005 0.048
H 2.53732 -4.95038 -3.58178 -0.023 -0.027 0.005
H 4.39948 -4.22540 -4.54923 0.009 -0.030 -0.021
```
Forces are in eV/Å.

=====

[2]
Formula: C21H24N4O7S3
Source: OMol25
Level of theory: wB97M-V/def2-TZVPD

The energy above the lowest of the compared OMol25 structures with the same formula, charge and spin is 0.00 kcal per mole. The SMILES is COCCn1/c(=N/C(=O)c2ccc(S(=O)(=O)N3CCOCC3)cc2)sc2cc(S(N)(=O)=O)ccc21. The value obtained for the total energy is -2754.89826 a.u. The orbital gap is 8.37 eV. Its spin multiplicity is 1. The highest occupied orbital energy is -8.897 eV. For the largest force on an atom, the calculation gives 0.0212 Eh/bohr. As for the total charge: 0.

```
59
Properties=species:S:1:pos:R:3:forces:R:3
C -5.35743 1.43623 1.94438 -0.051 0.062 -0.013
O -4.32679 0.51750 2.21417 0.275 -0.239 0.048
C -3.04600 1.09076 2.15041 0.131 0.037 0.034
C -2.02482 -0.02730 2.38352 -0.759 -0.026 -0.094
N -0.68210 0.49233 2.46526 -0.103 -0.004 -0.109
C 0.09570 0.57787 1.36883 0.845 0.208 -0.323
N -0.28983 0.17213 0.20005 -0.590 -0.183 0.059
C 0.63013 0.33248 -0.79231 0.103 0.113 0.367
O 1.74513 0.80805 -0.58371 0.031 -0.144 -0.716
C 0.18372 -0.10114 -2.13350 0.032 -0.080 -0.493
C 1.05987 0.03364 -3.20970 -0.113 -0.050 0.133
C 0.66532 -0.36241 -4.47435 0.088 0.074 -0.081
C -0.59982 -0.89153 -4.65163 -0.233 -0.086 -0.558
S -1.09934 -1.45308 -6.28569 0.003 -0.329 -0.168
O -2.52973 -1.41554 -6.34729 -0.004 -0.089 0.321
O -0.32618 -0.73971 -7.25663 0.273 0.002 0.209
N -0.66182 -3.04837 -6.40925 -0.346 1.032 -0.079
C -1.42290 -4.03909 -5.68628 -0.221 -0.322 0.533
C -0.72027 -4.42678 -4.38016 -0.256 0.049 -0.076
O 0.61212 -4.82431 -4.62149 0.045 -0.213 -0.057
C 1.35823 -3.79228 -5.23054 0.072 0.149 -0.211
C 0.73431 -3.37933 -6.56853 0.629 -0.064 0.182
C -1.48565 -1.01607 -3.59666 -0.140 -0.005 -0.048
C -1.09451 -0.62010 -2.33082 0.179 0.026 -0.024
S 1.66502 1.28385 1.69885 -0.047 0.158 0.718
C 1.18932 1.48557 3.38023 -0.339 -0.157 -0.023
C 1.92614 2.03669 4.41518 -0.074 -0.037 -0.247
C 1.34102 2.09855 5.66131 0.178 0.351 0.415
S 2.27662 2.76856 7.02180 0.306 -0.574 0.275
N 3.06612 1.38139 7.55725 -0.363 0.609 -0.256
O 1.37669 3.18838 8.05479 -0.144 -0.303 -0.094
O 3.26020 3.68122 6.52124 0.043 -0.248 -0.277
C 0.05682 1.63545 5.89934 -0.060 0.027 0.040
C -0.68733 1.08651 4.87239 0.030 -0.048 -0.163
C -0.11127 1.00887 3.60734 0.548 0.327 0.578
H -6.29035 0.88282 2.02123 -0.041 0.091 -0.022
H -5.26125 1.85565 0.93620 -0.019 -0.008 0.021
H -5.35731 2.25805 2.67035 -0.018 -0.018 -0.018
H -2.87174 1.55066 1.16553 0.027 -0.026 0.098
H -2.93471 1.87373 2.91919 0.018 -0.059 -0.093
H -2.06529 -0.72780 1.54822 0.026 0.031 0.171
H -2.27121 -0.55568 3.30594 0.072 -0.004 -0.052
H 2.03887 0.45279 -3.03244 0.062 0.030 -0.002
H 1.31149 -0.25413 -5.33132 0.131 0.057 -0.053
H -2.41153 -3.62035 -5.50357 -0.073 -0.228 0.047
H -1.51792 -4.92634 -6.32255 -0.039 0.085 0.036
H -1.21062 -5.28555 -3.91892 -0.058 0.111 0.001
H -0.73286 -3.57869 -3.67762 -0.013 -0.146 -0.056
H 2.36075 -4.19574 -5.38095 -0.018 0.123 -0.015
H 1.41200 -2.92510 -4.55399 0.042 -0.128 -0.078
H 1.22953 -2.50666 -6.99187 0.185 -0.148 -0.059
H 0.80760 -4.21434 -7.27458 0.005 0.099 0.019
H -2.47302 -1.40543 -3.79012 -0.137 -0.024 0.062
H -1.76153 -0.70235 -1.48779 -0.067 -0.012 0.030
H 2.91971 2.42414 4.26445 0.173 0.064 -0.081
H 4.06254 1.44249 7.42502 0.209 0.110 -0.102
H 2.83449 1.16400 8.51269 -0.159 0.035 0.213
H -0.34446 1.73155 6.89474 -0.156 -0.030 0.093
H -1.69007 0.73333 5.05035 -0.123 -0.025 0.041
```
Forces are in eV/Å.

=====

[3]
Formula: C2H10N3PdS
Source: OMol25
Level of theory: wB97M-V/def2-TZVPD

The value obtained for the total energy is -772.45315 a.u. The orbital gap (alpha / beta) is 3.18 / 8.11 eV. Its spin multiplicity is 3. The highest occupied orbital energy (alpha / beta) is 0.163 / -4.885 eV. Its expectation value of S² is 2.01. For the largest force on an atom, the calculation gives 0.0576 Eh/bohr. As for the total charge: -1.

```
17
Properties=species:S:1:pos:R:3:forces:R:3
C -0.51434 0.09435 -2.12222 -0.602 0.336 -1.875
Pd -0.12659 -0.42538 -0.26919 0.961 -0.654 2.727
N 0.53676 -0.67879 1.79920 0.814 -0.345 0.960
N -1.70471 0.63237 0.64163 -0.652 0.869 0.328
H 1.13387 0.10307 2.09508 -0.290 -0.115 -0.115
H -0.94594 -1.11616 -1.38646 -0.292 0.238 -1.262
H 0.12644 -0.31703 -2.90509 -0.203 0.079 -0.037
H -0.06082 1.04207 -1.74990 -0.094 -0.111 -0.463
H -1.50360 0.35003 -2.50213 -0.017 -0.081 -0.131
H -1.32125 1.33162 1.29262 -0.306 -0.096 0.039
H -2.32125 0.00455 1.15791 -0.196 -0.036 0.249
H -2.27084 1.12836 -0.04104 -0.347 0.206 -0.043
H -0.19114 -0.80492 2.49701 -0.134 0.056 0.113
H 1.14517 -1.50185 1.82483 -0.190 0.128 0.001
S 2.06723 -1.14437 -0.79821 1.294 -0.477 -0.511
C 2.73785 0.18976 -0.05045 1.141 1.599 1.033
N 3.21319 1.11231 0.51640 -0.888 -1.596 -1.012
```
Forces are in eV/Å.

=====

Question: Look up the total charge of the third one.
Answer: -1

=====

Please write out number 3 again, unchanged.
Formula: C2H10N3PdS
Source: OMol25
Level of theory: wB97M-V/def2-TZVPD

The value obtained for the total energy is -772.45315 a.u. The orbital gap (alpha / beta) is 3.18 / 8.11 eV. Its spin multiplicity is 3. The highest occupied orbital energy (alpha / beta) is 0.163 / -4.885 eV. Its expectation value of S² is 2.01. For the largest force on an atom, the calculation gives 0.0576 Eh/bohr. As for the total charge: -1.

```
17
Properties=species:S:1:pos:R:3:forces:R:3
C -0.51434 0.09435 -2.12222 -0.602 0.336 -1.875
Pd -0.12659 -0.42538 -0.26919 0.961 -0.654 2.727
N 0.53676 -0.67879 1.79920 0.814 -0.345 0.960
N -1.70471 0.63237 0.64163 -0.652 0.869 0.328
H 1.13387 0.10307 2.09508 -0.290 -0.115 -0.115
H -0.94594 -1.11616 -1.38646 -0.292 0.238 -1.262
H 0.12644 -0.31703 -2.90509 -0.203 0.079 -0.037
H -0.06082 1.04207 -1.74990 -0.094 -0.111 -0.463
H -1.50360 0.35003 -2.50213 -0.017 -0.081 -0.131
H -1.32125 1.33162 1.29262 -0.306 -0.096 0.039
H -2.32125 0.00455 1.15791 -0.196 -0.036 0.249
H -2.27084 1.12836 -0.04104 -0.347 0.206 -0.043
H -0.19114 -0.80492 2.49701 -0.134 0.056 0.113
H 1.14517 -1.50185 1.82483 -0.190 0.128 0.001
S 2.06723 -1.14437 -0.79821 1.294 -0.477 -0.511
C 2.73785 0.18976 -0.05045 1.141 1.599 1.033
N 3.21319 1.11231 0.51640 -0.888 -1.596 -1.012
```
Forces are in eV/Å.

=====

Question: Look up the spin multiplicity of the third one.
Answer: 3